68
Properties=species:S:1:pos:R:3:forces:R:3 method="wB97M-V/def2-TZVPD" s_squared=2.03 e_lumo_ev="-5.33 / -5.03" energy_ha=-2370.5278 relative_energy_ev=0.000 charge=+2 multiplicity=3
V 0.09979 0.97739 0.48467 -0.34 0.65 -0.59
N -0.25434 -1.04192 0.00220 -0.07 -0.06 -0.08
C 1.05436 -1.48126 -0.56103 -0.06 -0.23 0.18
C 1.00612 -2.81669 -1.30145 0.00 0.02 -0.02
C 0.04440 -2.92463 -2.48970 -0.04 0.01 0.01
C 0.34609 -2.04903 -3.70618 0.02 -0.04 -0.08
N 1.72023 -2.17240 -4.18128 -0.02 -0.07 -0.24
C 2.13288 -2.74943 -5.30300 -0.05 0.02 0.15
N 1.32261 -3.48306 -6.06652 -0.06 0.02 0.02
N 3.40600 -2.60862 -5.67174 0.12 0.02 -0.06
C 1.68211 -0.32076 -1.34670 -0.20 0.45 0.12
O 2.55981 -0.51986 -2.15340 0.03 -0.03 -0.15
O 1.23815 0.87460 -1.01267 0.45 -0.53 -0.07
H -0.55341 -1.65201 0.76240 0.05 0.06 -0.05
H -0.97877 -1.10459 -0.71435 0.01 0.03 0.07
H 1.72106 -1.60538 0.30305 -0.02 -0.05 -0.10
H 0.73431 -3.59289 -0.58192 -0.01 0.04 0.01
H 2.02526 -3.05004 -1.61024 0.01 0.01 -0.07
H -0.98543 -2.70875 -2.18824 -0.01 0.01 0.04
H 0.02656 -3.97265 -2.79661 0.06 0.01 -0.02
H 0.17829 -0.98952 -3.50535 0.01 -0.01 0.09
H -0.35012 -2.29473 -4.50831 0.02 0.02 0.00
H 2.39012 -1.63291 -3.63756 0.02 -0.02 0.03
H 0.37352 -3.67329 -5.80232 0.00 -0.01 0.02
H 1.64432 -3.87278 -6.93605 0.00 0.01 0.01
H 4.02273 -1.98741 -5.17551 -0.01 0.00 -0.01
H 3.76589 -3.05993 -6.49599 0.00 0.01 0.05
C 1.02410 -1.55592 6.55226 -0.01 -0.06 -0.04
C 1.80598 -0.25081 6.50795 0.09 0.02 0.23
C 3.10414 -0.38804 5.72383 0.04 -0.06 -0.02
C 0.95907 0.90694 6.00469 -0.15 0.25 -0.23
N 0.60316 0.75942 4.57796 -0.04 0.04 -0.12
C 1.24520 1.15012 3.48893 0.25 0.18 -0.10
N 0.54981 0.75120 2.43887 0.12 -0.09 0.99
N -0.54378 0.11004 2.93614 0.00 -0.15 -0.16
N -0.50958 0.11569 4.20171 -0.24 -0.11 0.18
H 1.65384 -2.35931 6.92915 0.03 -0.02 0.03
H 0.67987 -1.85160 5.55833 0.01 -0.01 0.00
H 0.15174 -1.48226 7.19922 -0.05 0.02 0.02
H 2.05282 0.04541 7.53315 0.03 -0.08 -0.02
H 2.92252 -0.76598 4.71399 -0.01 -0.01 -0.04
H 3.76399 -1.10407 6.20939 0.00 -0.03 0.01
H 3.64817 0.55432 5.65125 0.02 0.07 0.01
H 1.48287 1.86116 6.08176 0.00 -0.07 0.04
H 0.00595 0.98769 6.52646 0.07 -0.03 0.03
H 2.16705 1.70681 3.47975 0.02 -0.01 0.00
C -2.09400 1.06895 -2.79207 0.21 -0.06 -0.03
N -3.37421 0.96471 -2.13190 0.00 0.01 0.04
C -4.36985 1.77285 -2.81689 -0.09 -0.01 -0.10
C -3.30988 1.22231 -0.69815 -0.12 -0.06 0.15
C -2.55213 2.46560 -0.28617 -0.01 0.07 0.14
C -3.10408 3.73789 -0.39446 -0.03 -0.06 -0.02
C -2.36029 4.87034 -0.08555 0.07 0.05 0.02
C -1.04619 4.76873 0.34969 -0.02 -0.05 0.04
C -0.49603 3.50104 0.49241 0.01 0.03 0.07
C -1.24714 2.36724 0.19314 0.00 -0.17 -0.21
H -2.17120 0.67148 -3.80502 -0.02 0.01 -0.02
H -1.33602 0.48520 -2.25551 -0.03 -0.04 0.01
H -1.70053 2.09344 -2.85716 -0.03 0.04 0.00
H -4.45244 1.44053 -3.85136 0.00 -0.03 -0.01
H -4.12543 2.84271 -2.83492 0.03 0.04 0.00
H -5.34107 1.63974 -2.34368 -0.03 0.01 0.02
H -2.85104 0.35398 -0.20297 0.01 0.07 -0.07
H -4.33452 1.27413 -0.32381 0.02 -0.02 -0.03
H -4.12942 3.85467 -0.71900 -0.04 -0.01 -0.01
H -2.81316 5.84701 -0.18599 -0.01 0.02 0.00
H -0.47290 5.65505 0.58216 0.01 0.01 -0.01
H 0.54208 3.42412 0.84621 -0.03 -0.03 -0.05